Here is 3 unconnected molecules or ions with the total composition C37H72BClN5O18P2S at a distorted geometry from the Open Molecules 2025 dataset. Energies are from the ωB97M-V functional and the def2-TZVPD basis.

The calculation puts the calculated total energy at -126427.1628 eV. Its highest occupied orbital energy is -11.189 eV. Its lowest unoccupied orbital energy is -3.9 eV. As for the charge: +1.

Geometry as XYZ:
```
137
Properties=species:S:1:pos:R:3:forces:R:3
C -1.451 2.086 -1.866 -0.46 -0.42 -0.48
C -0.344 0.994 -1.331 0.50 -0.05 -0.40
B -0.666 -0.432 -2.102 0.07 2.41 -2.69
O -0.990 -0.349 -3.571 2.53 -0.74 2.38
N -0.625 -1.815 -1.492 3.88 -1.58 1.99
C -1.736 -2.829 -1.406 -0.77 -2.04 0.00
C -3.258 -2.263 -1.532 -0.59 1.81 1.40
N -4.343 -3.310 -1.668 1.98 -2.07 -0.49
C -4.846 -3.458 -3.087 -0.55 -0.35 -0.69
C -3.680 -3.570 -4.233 0.28 0.98 0.06
C -3.993 -4.626 -1.020 -0.84 -1.39 6.21
C -3.441 -5.977 -1.806 0.09 -0.37 -0.50
O -4.153 -4.768 0.325 1.31 1.38 -8.30
C 0.602 -2.202 -0.938 2.49 -1.20 2.25
N 0.990 -3.477 -0.218 -1.74 2.29 0.92
C 2.205 -3.364 0.727 2.11 0.95 0.13
C 3.394 -4.519 0.503 -0.23 -0.47 0.73
C 2.824 -5.932 -0.102 1.06 -0.77 -0.30
C 3.351 -7.275 0.745 -1.21 -1.00 -1.30
C 2.097 -7.951 1.621 1.26 1.21 1.31
O 0.971 -8.377 0.774 -0.47 -2.15 1.67
C 0.316 -9.593 1.280 -5.15 0.05 3.74
O -0.771 -9.608 2.091 7.69 0.62 -5.73
C 1.854 -3.603 2.322 -1.01 1.07 -0.66
C 0.674 -2.633 2.915 -1.85 0.25 7.67
O 0.474 -2.680 4.261 1.39 0.39 -8.88
O -0.217 -1.753 2.144 1.63 -1.17 2.05
C -0.789 -0.673 2.968 3.10 6.39 2.11
C -2.292 -0.764 3.686 0.94 -0.30 -0.31
O -0.026 0.427 3.133 -5.07 -7.63 -1.48
C 2.785 -1.863 0.275 0.86 -0.59 0.61
N 2.831 -0.774 1.350 -0.20 6.01 -4.09
C 2.864 0.475 0.779 -1.74 2.79 -0.67
O 2.749 1.724 0.287 1.20 -10.31 4.16
N 1.924 -1.428 -0.903 -1.23 -1.50 -0.41
C 2.790 -1.483 -2.140 0.65 0.74 -0.83
C 3.361 -2.967 -2.534 0.22 0.57 -1.53
C 3.347 -3.029 -4.205 -0.13 -1.25 0.39
C 4.786 -3.476 -4.852 -0.59 1.90 -1.71
S 5.308 -5.211 -4.369 -4.64 -4.55 3.21
O 5.502 -5.368 -2.835 0.26 1.38 -5.28
O 4.160 -6.179 -4.846 4.40 4.04 1.07
Cl 7.025 -5.765 -5.472 -1.19 0.88 0.93
H -1.329 3.144 -1.367 -0.27 -2.28 -0.94
H -1.358 2.186 -3.049 -0.17 -0.15 2.69
H -2.529 1.630 -1.661 2.18 1.28 -0.31
H 0.725 1.348 -1.725 -2.08 -0.72 0.87
H -0.264 0.904 -0.166 -0.24 0.27 -2.19
H -0.115 -0.302 -4.092 -2.09 0.03 1.06
H -1.550 -3.651 -2.248 -0.36 1.75 1.92
H -1.644 -3.318 -0.320 -0.32 0.92 -2.51
H -3.492 -1.679 -0.517 0.65 -1.19 -2.13
H -3.445 -1.486 -2.397 0.74 -1.64 1.60
H -5.535 -2.506 -3.297 1.54 -2.15 0.37
H -5.553 -4.419 -3.091 1.57 2.20 -0.09
H -3.162 -2.505 -4.373 -1.18 -2.24 0.23
H -4.189 -3.839 -5.251 1.18 0.31 1.94
H -2.787 -4.300 -3.939 -2.25 1.29 -0.78
H -3.805 -6.988 -1.305 0.63 2.55 -0.70
H -3.759 -6.036 -2.931 0.56 0.34 2.17
H -2.248 -6.018 -1.792 -2.57 0.38 0.12
H 0.309 -3.893 0.454 -0.33 0.33 -1.59
H 4.315 -4.108 -0.101 -2.02 -0.87 0.99
H 3.811 -4.765 1.592 -0.85 0.70 -2.35
H 1.658 -6.028 -0.134 2.20 0.50 -0.11
H 3.295 -6.043 -1.191 -1.37 0.27 2.26
H 4.299 -7.060 1.398 -1.97 -0.49 -1.12
H 3.597 -8.084 -0.091 -0.20 1.70 1.90
H 2.441 -8.859 2.277 -0.39 1.81 -1.27
H 1.739 -7.081 2.352 0.41 -2.00 -1.35
H 0.750 -10.629 0.894 -0.68 2.38 0.70
H 1.511 -4.721 2.464 0.53 2.26 -0.25
H 2.808 -3.430 3.014 -2.25 -0.16 -1.67
H -2.975 -1.588 3.176 1.58 1.80 1.13
H -2.777 0.317 3.646 1.21 -2.41 0.02
H -2.062 -1.049 4.822 -0.50 0.59 -2.60
H 3.948 -1.964 0.027 -2.82 -0.09 -0.15
H 2.201 -0.934 -3.001 1.15 -1.36 1.54
H 3.745 -0.805 -1.921 -2.26 -1.26 -0.43
H 4.484 -3.063 -2.147 -2.61 0.01 -0.79
H 2.700 -3.868 -2.188 1.34 1.90 -0.30
H 2.517 -3.812 -4.515 1.85 1.57 0.49
H 3.043 -2.012 -4.698 0.88 -1.84 0.96
H 4.628 -3.490 -6.034 0.55 -0.34 2.57
H 5.584 -2.642 -4.641 -1.21 -2.03 -0.10
O -3.311 2.152 6.545 -3.25 0.79 3.15
P -3.199 3.543 7.217 7.87 1.42 -6.02
O -3.126 4.380 5.789 -0.67 -0.09 0.31
C -4.340 4.638 5.107 -0.25 0.28 -0.17
C -5.159 5.697 5.821 -0.08 0.15 0.11
O -1.553 3.444 7.471 -0.89 -0.14 1.22
C -0.942 2.174 7.666 0.23 -0.41 -0.27
C -0.384 1.639 6.354 0.18 0.03 -0.07
O -3.073 5.096 7.968 -2.86 -2.31 0.78
C -3.482 5.127 9.328 0.08 0.35 0.92
C -2.580 4.295 10.220 0.09 -0.07 0.13
H -4.912 3.711 4.998 -0.01 -0.01 -0.06
H -4.084 4.990 4.104 0.14 -0.09 0.11
H -5.513 5.328 6.790 -0.07 0.05 -0.07
H -6.031 5.981 5.227 0.01 -0.04 0.02
H -4.556 6.590 6.018 -0.09 -0.19 -0.10
H -1.646 1.471 8.122 0.07 0.05 -0.19
H -0.123 2.305 8.380 -0.10 0.19 -0.04
H -1.106 1.704 5.537 -0.08 -0.06 0.20
H -0.076 0.594 6.466 0.02 0.11 -0.02
H 0.487 2.227 6.046 -0.10 -0.12 0.08
H -4.519 4.783 9.396 -0.01 0.18 0.19
H -3.453 6.172 9.651 -0.03 -0.08 -0.21
H -2.684 3.230 9.997 0.02 -0.05 0.07
H -2.837 4.444 11.274 -0.02 -0.02 -0.14
H -1.529 4.559 10.071 -0.19 0.01 0.00
O 2.060 5.672 -5.880 3.53 1.82 2.42
P 1.631 6.494 -4.640 -9.27 -2.35 -2.66
O 0.685 5.294 -4.000 0.64 -0.18 0.36
C 1.324 4.255 -3.282 0.03 -0.04 0.27
C 1.821 4.742 -1.933 0.05 0.06 0.18
O 0.408 7.311 -5.427 1.28 0.74 0.43
C 0.512 7.566 -6.822 -0.11 -0.20 -0.54
C -0.213 6.491 -7.621 -0.24 -0.01 -0.09
O 1.152 7.412 -3.254 3.61 -0.65 -0.78
C 1.985 8.527 -2.970 0.14 0.95 0.33
C 1.925 9.584 -4.058 0.00 0.14 -0.09
H 2.147 3.841 -3.874 0.01 -0.06 -0.04
H 0.589 3.459 -3.133 -0.05 0.13 -0.14
H 2.631 5.469 -2.056 -0.01 -0.09 0.08
H 2.199 3.911 -1.334 0.03 0.01 -0.01
H 1.019 5.243 -1.379 0.12 -0.13 -0.13
H 1.561 7.654 -7.124 -0.16 -0.15 0.01
H 0.047 8.537 -7.019 -0.01 -0.06 0.22
H 0.050 5.483 -7.297 0.21 0.15 -0.01
H 0.015 6.587 -8.689 -0.06 0.00 0.14
H -1.296 6.588 -7.488 0.16 0.06 -0.05
H 3.013 8.178 -2.826 0.01 0.19 0.18
H 1.641 8.957 -2.024 -0.02 -0.21 -0.07
H 2.377 9.217 -4.984 0.03 0.07 -0.05
H 2.468 10.483 -3.752 -0.03 -0.14 -0.02
H 0.889 9.854 -4.285 0.15 -0.07 0.09
```
Positions in Å, forces in eV/Å.

***

Here is 8 unconnected molecules or ions with the total composition C37H72N5O8PS at a distorted geometry from the Open Molecules 2025 dataset. Energies are from the ωB97M-V functional and the def2-TZVPD basis.

Its energy above the lowest of the compared OMol25 structures with the same formula, charge and spin is 79.7 kcal/mol. The calculation puts the calculated total energy at -83486.3649 eV. Its highest occupied orbital energy is -7.023 eV. Its lowest unoccupied orbital energy is 0.1 eV. As for the charge: 0.

Geometry as XYZ:
```
124
Properties=species:S:1:pos:R:3:forces:R:3
C 16.359 -8.211 7.956 -0.41 -0.63 0.93
C 15.062 -7.445 7.541 0.57 0.99 -0.45
C 14.675 -6.176 8.418 1.67 0.34 -1.83
C 15.775 -5.040 8.017 -0.09 -0.30 1.16
P 16.318 -3.697 9.221 -1.64 -1.01 1.03
C 14.744 -2.871 9.919 1.99 0.08 -1.83
C 15.042 -1.394 10.387 -0.55 -1.57 1.02
C 13.988 -0.859 11.414 0.63 0.47 -1.22
C 12.590 -0.553 10.836 0.84 -0.61 0.70
C 17.107 -4.516 10.718 2.13 -0.62 -1.32
C 18.453 -5.406 10.436 -1.82 0.53 -2.34
C 18.858 -6.236 11.565 -0.22 0.55 2.43
C 20.069 -7.084 11.353 -0.48 -0.83 -1.54
C 17.461 -2.601 8.411 1.20 1.39 -0.38
C 18.328 -1.687 9.351 0.19 -1.05 0.03
C 19.540 -0.984 8.715 -0.13 -0.35 -0.13
C 20.302 -0.139 9.719 -0.51 1.37 -0.47
H 16.825 -8.909 7.261 -0.89 -0.13 -0.59
H 16.215 -8.791 8.867 -0.22 -0.09 0.12
H 17.257 -7.636 8.181 -0.42 1.00 0.05
H 14.123 -7.950 7.314 0.26 -1.13 0.91
H 15.259 -7.158 6.508 0.18 0.90 -0.06
H 14.548 -6.447 9.466 0.59 0.17 0.13
H 13.695 -5.822 8.099 0.06 0.07 -0.10
H 15.530 -4.548 7.075 -0.66 0.44 0.18
H 16.702 -5.526 7.712 0.23 -0.28 0.46
H 14.283 -3.623 10.561 0.08 0.41 0.52
H 14.210 -2.911 8.970 -0.60 0.50 0.00
H 15.258 -0.792 9.505 -0.64 0.08 0.00
H 15.991 -1.391 10.923 0.07 -0.15 0.19
H 14.434 0.049 11.820 -0.11 0.23 0.03
H 13.955 -1.544 12.261 -0.20 -0.19 -0.08
H 12.021 -0.043 11.614 -0.21 0.10 -0.25
H 12.097 -1.499 10.611 -0.21 0.11 -0.19
H 12.661 0.044 9.927 -0.11 0.06 0.12
H 16.344 -5.182 11.119 -0.01 0.06 0.12
H 17.405 -3.767 11.452 -0.48 0.17 0.05
H 19.379 -4.874 10.220 -0.47 0.91 -0.53
H 18.243 -6.032 9.569 -0.04 0.00 -0.35
H 18.059 -6.887 11.919 -0.21 0.32 0.37
H 19.077 -5.390 12.215 -0.05 -0.65 1.54
H 20.881 -6.521 10.893 0.31 -0.16 0.43
H 19.693 -7.756 10.581 0.49 -0.40 -0.47
H 20.335 -7.781 12.147 0.24 0.68 0.31
H 17.031 -1.998 7.611 -1.00 -0.01 0.09
H 18.116 -3.228 7.807 0.35 -0.39 0.22
H 18.686 -2.375 10.117 0.39 0.09 0.31
H 17.745 -0.952 9.905 -0.23 0.08 -0.37
H 19.239 -0.369 7.867 -0.28 0.17 0.21
H 20.262 -1.666 8.266 -0.24 -0.50 0.02
H 20.895 0.579 9.152 0.93 -0.51 -0.04
H 20.866 -0.670 10.486 0.00 0.03 -0.19
H 19.660 0.621 10.165 -0.55 -0.41 0.65
C 12.440 -1.468 7.053 1.38 0.07 0.13
C 13.653 -1.060 6.176 1.61 -2.72 -1.67
C 13.888 0.378 6.234 -1.34 1.90 -0.03
O 14.886 -1.801 6.217 -1.50 0.13 1.36
H 12.321 -2.550 7.003 -0.21 -0.05 -0.09
H 11.560 -0.926 6.706 -0.15 -0.14 0.08
H 12.643 -1.204 8.091 -0.14 0.02 0.22
H 13.263 -1.227 5.172 -0.34 -0.21 -0.76
H 13.857 0.692 7.277 0.60 0.54 0.00
H 13.020 0.841 5.763 -0.52 0.26 0.43
H 14.652 0.804 5.583 0.78 -0.48 0.60
O 16.475 -4.341 2.259 1.05 -0.52 -2.01
C 15.946 -4.276 3.340 -0.19 -0.12 -0.55
N 16.155 -3.164 4.074 -0.84 -1.42 0.78
C 15.080 -5.515 3.711 0.26 1.73 1.40
H 15.549 -2.977 4.861 -0.09 1.03 0.82
H 16.839 -2.502 3.736 -0.29 -0.23 -0.02
H 14.622 -5.909 2.804 0.30 -0.06 0.26
H 14.340 -5.251 4.466 -0.45 0.09 -0.12
H 15.720 -6.201 4.265 0.18 -0.35 -0.55
O 19.449 -1.495 5.436 1.79 -4.13 0.30
C 19.147 -0.372 5.261 -0.70 1.57 0.24
N 20.092 0.624 5.225 -1.75 1.11 -0.22
C 17.650 -0.126 5.245 0.33 0.93 0.21
H 19.666 1.534 5.325 0.74 0.19 -0.18
H 21.094 0.500 5.262 -0.45 -0.30 0.12
H 17.337 0.001 6.282 0.06 0.50 0.13
H 17.127 -1.053 5.010 0.19 0.37 -0.46
H 17.360 0.750 4.666 -0.33 -0.14 -0.03
O 10.547 2.995 3.492 2.43 0.54 0.87
C 11.717 3.323 3.854 -4.91 0.92 -1.28
N 12.689 2.462 3.889 1.90 -1.76 0.20
C 11.998 4.717 4.333 0.24 -0.01 -0.23
H 12.457 1.486 3.774 0.17 0.16 -0.44
H 13.659 2.685 4.058 -0.34 0.06 0.03
H 12.436 4.526 5.313 0.07 0.83 0.17
H 11.106 5.342 4.347 -0.05 -0.45 0.31
H 12.684 5.240 3.667 0.41 -0.16 0.16
N 17.302 1.935 8.247 1.29 1.68 3.02
C 17.944 2.947 9.000 -2.10 0.06 -0.91
C 17.284 3.803 9.926 -1.18 -2.11 -1.55
C 15.890 3.523 10.151 1.63 -0.33 0.51
C 15.341 2.362 9.623 0.53 0.05 -0.31
C 16.091 1.615 8.717 0.80 0.34 -1.15
H 18.961 3.174 8.714 0.15 -0.17 -0.05
H 17.801 4.643 10.366 -0.06 -0.06 0.10
H 15.358 4.129 10.870 -0.25 0.13 -0.14
H 14.351 1.965 9.789 -0.22 0.48 0.41
H 15.683 0.750 8.216 -0.33 -0.05 0.03
N 14.117 0.585 1.658 -0.02 -2.09 -0.66
C 13.813 0.871 0.390 0.83 0.15 -0.91
C 14.379 0.227 -0.716 -0.34 -0.44 1.10
C 15.136 -0.908 -0.463 1.09 0.51 -1.37
C 15.417 -1.356 0.802 -1.77 0.90 0.86
C 14.814 -0.590 1.823 0.74 1.27 0.21
H 13.188 1.709 0.118 -0.20 0.39 0.73
H 14.209 0.635 -1.701 -0.01 -0.22 -0.09
H 15.709 -1.364 -1.257 -0.32 -0.22 -0.42
H 15.980 -2.270 0.919 0.09 0.06 0.57
H 15.049 -0.766 2.862 -0.08 -0.42 0.18
C 10.125 -3.708 5.263 1.51 0.24 0.48
C 11.140 -4.343 4.242 -1.77 0.89 1.21
O 10.317 -4.332 3.059 -1.23 -1.52 -0.57
S 8.801 -5.014 3.441 1.81 -0.70 0.74
O 8.956 -6.470 3.655 -0.21 3.48 -0.12
O 7.736 -4.578 2.560 2.11 -0.09 1.69
O 8.841 -4.168 4.901 -1.44 -1.26 -1.44
H 10.174 -2.622 5.342 -0.33 0.22 -1.07
H 10.329 -3.925 6.312 -0.05 -1.00 -0.04
H 11.406 -5.334 4.609 -0.05 -0.24 -0.55
H 12.033 -3.734 4.107 -0.27 0.03 -0.32
```
Positions in Å, forces in eV/Å.